No. 1
Here is an isolated ion of composition C4H11N2 and charge +1 at a distorted geometry from the OMol25 dataset. Energies are from ωB97M-V/def2-TZVPD.

Bonds (Å) are listed after each position.
Element x y z (Å)
1 C -0.7806 -1.7570 0.9647  C2 1.550, H7 1.090, H8 1.095, H9 1.090
2 C 0.5335 -1.3786 0.2357  C1 1.550, C3 1.511, H10 1.096, H11 1.084
3 C 0.3355 -0.6433 -1.0692  C2 1.511, N4 1.486, H12 1.080, H13 1.083
4 N -0.1415 0.7524 -0.8871  C3 1.486, C5 1.288, H14 1.012
5 C 0.3667 1.5971 -0.0576  N4 1.288, N6 1.318, H15 1.078
6 N 0.0225 2.8649 0.0538  C5 1.318, H16 1.007, H17 1.009
7 H -1.0616 -0.9959 1.6922  C1 1.090
8 H -1.6298 -1.9205 0.2936  C1 1.095
9 H -0.6579 -2.6915 1.5124  C1 1.090
10 H 1.1220 -0.8315 0.9815  C2 1.096
11 H 1.1434 -2.2619 0.0844  C2 1.084
12 H 1.2496 -0.6040 -1.6431  C3 1.080
13 H -0.4289 -1.1503 -1.6445  C3 1.083
14 H -0.9005 1.0325 -1.4954  N4 1.012
15 H 1.1468 1.2828 0.6161  C5 1.078
16 H 0.4061 3.3955 0.8193  N6 1.007
17 H -0.7254 3.3092 -0.4569  N6 1.009

Its charge is +1. The SMILES is CCCNC=[NH2+]. The total energy is -268.28832 hartree. As for the energy relative to the best compared isomer or geometry (same formula, charge and spin): 43.5 kJ/mol.

---

No. 2
Here is a 15-piece molecular cluster, C29H38Cl42N5OS overall at a distorted geometry from the OMol25 dataset. Energies are from ωB97M-V/def2-TZVPD.

Bonds (Å) are listed after each position.
Element x y z (Å)
1 C 5.7755 -3.8654 2.6569  C2 1.202, H23 1.075
2 C 6.1061 -2.8053 2.1963  C1 1.202, C3 1.476
3 C 6.5459 -1.4858 1.7025  C2 1.476, N4 1.514, C9 1.545, H24 1.108
4 N 7.8184 -1.5761 0.8872  C3 1.514, C5 1.405, H25 1.020
5 C 8.1844 -0.2364 0.6737  N4 1.405, N6 1.298, N7 1.371
6 N 9.1686 0.2663 1.3553  C5 1.298, H26 1.016, H27 1.012
7 N 7.4559 0.4870 -0.2357  C5 1.371, C8 1.493, H28 1.019
8 C 5.9842 0.2385 -0.1820  N7 1.493, C9 1.552, H29 1.097, H30 1.101
9 C 5.4648 -0.6544 0.9762  C3 1.545, C8 1.552, C10 1.561, H31 1.100
10 C 4.2937 -1.5078 0.3960  C9 1.561, C11 1.562, H32 1.097, H33 1.098
11 C 3.0604 -1.5634 1.3529  C10 1.562, C12 1.549, H34 1.099, H35 1.103
12 C 2.1704 -2.7747 0.9804  C11 1.549, C13 1.544, H36 1.104, H37 1.103
13 C 1.1900 -2.4816 -0.1751  C12 1.544, C14 1.558, H38 1.106, H39 1.098
14 C 0.0234 -1.5294 0.2251  C13 1.558, C15 1.543, H40 1.099, H41 1.101
15 C -0.9959 -2.2528 1.1302  C14 1.543, C16 1.563, H42 1.101, H43 1.099
16 C -1.9886 -1.3292 1.9073  C15 1.563, S17 1.812, H44 1.098, H45 1.101
17 S -2.1702 0.3483 1.2467  C16 1.812, C18 1.759
18 C -3.8601 0.5038 0.7826  S17 1.759, N19 1.289, O22 1.342
19 N -4.7690 -0.3605 0.4865  C18 1.289, N20 1.378
20 N -5.8876 0.3823 0.1760  N19 1.378, C21 1.283
21 C -5.6117 1.6282 0.3051  N20 1.283, O22 1.375, H46 1.085
22 O -4.3068 1.7672 0.7152  C18 1.342, C21 1.375
23 H 5.5797 -4.7010 3.3035  C1 1.075
24 H 6.8360 -0.9106 2.6045  C3 1.108
25 H 8.5083 -2.0345 1.4823  N4 1.020
26 H 9.3636 1.2606 1.2865  N6 1.016
27 H 9.7331 -0.2630 2.0068  N6 1.012
28 H 7.7990 0.2899 -1.1748  N7 1.019
29 H 5.6866 -0.1232 -1.1744  C8 1.097
30 H 5.4904 1.2172 -0.0789  C8 1.101
31 H 5.0103 0.0078 1.7283  C9 1.100
32 H 4.6220 -2.5055 0.0780  C10 1.097
33 H 3.9360 -1.0083 -0.5138  C10 1.098
34 H 3.3880 -1.5786 2.4018  C11 1.099
35 H 2.5250 -0.6119 1.1947  C11 1.103
36 H 2.8113 -3.6252 0.6879  C12 1.104
37 H 1.6145 -3.1067 1.8739  C12 1.103
38 H 1.7610 -1.9565 -0.9631  C13 1.106
39 H 0.7997 -3.3906 -0.6522  C13 1.098
40 H 0.4710 -0.6342 0.6790  C14 1.099
41 H -0.4849 -1.2825 -0.7197  C14 1.101
42 H -1.5854 -2.9521 0.5168  C15 1.101
43 H -0.4602 -2.8573 1.8751  C15 1.099
44 H -2.9390 -1.8721 1.9979  C16 1.098
45 H -1.6076 -1.2369 2.9361  C16 1.101
46 H -6.2624 2.4785 0.1281  C21 1.085
47 C -4.7622 -3.0570 -1.1468  Cl48 1.768, Cl49 1.760, Cl50 1.773, H51 1.084
48 Cl -4.0532 -3.3180 -2.7456  C47 1.768
49 Cl -6.3859 -3.7322 -1.0697  C47 1.760
50 Cl -3.7275 -3.7641 0.1078  C47 1.773
51 H -4.8239 -1.9896 -0.9665  C47 1.084
52 C -7.7084 3.2986 3.4172  Cl53 1.766, Cl54 1.765, Cl55 1.762, H56 1.083
53 Cl -9.2953 3.4180 2.6508  C52 1.766
54 Cl -7.8632 2.8732 5.1233  C52 1.765
55 Cl -6.7224 2.1222 2.5528  C52 1.762
56 H -7.2232 4.2648 3.3511  C52 1.083
57 C -6.7110 4.5598 -2.4403  Cl58 1.761, Cl59 1.774, Cl60 1.767, H61 1.080
58 Cl -7.6252 4.1926 -3.9002  C57 1.761
59 Cl -7.6816 4.2037 -0.9984  C57 1.774
60 Cl -5.1875 3.6640 -2.4222  C57 1.767
61 H -6.4827 5.6158 -2.4385  C57 1.080
62 C 5.3902 -3.1993 -2.9867  Cl63 1.766, Cl64 1.772, Cl65 1.765, H66 1.083
63 Cl 3.8404 -2.3822 -2.7691  C62 1.766
64 Cl 6.7252 -2.0350 -2.9568  C62 1.772
65 Cl 5.6145 -4.4300 -1.7412  C62 1.765
66 H 5.3875 -3.6864 -3.9542  C62 1.083
67 C 9.7021 -1.4877 -5.7000  Cl68 1.762, Cl69 1.764, Cl70 1.770, H71 1.083
68 Cl 10.1283 -3.1890 -5.5359  C67 1.762
69 Cl 8.3034 -1.2909 -6.7564  C67 1.764
70 Cl 9.3810 -0.7745 -4.1125  C67 1.770
71 H 10.5415 -0.9659 -6.1436  C67 1.083
72 C 0.1631 -6.8676 1.8401  Cl73 1.762, Cl74 1.767, Cl75 1.766, H76 1.083
73 Cl -0.6551 -8.4025 2.1230  C72 1.762
74 Cl 0.0986 -6.4338 0.1287  C72 1.767
75 Cl -0.5481 -5.5929 2.8350  C72 1.766
76 H 1.2026 -6.9795 2.1224  C72 1.083
77 C -4.4376 -5.4088 4.3041  Cl78 1.763, Cl79 1.768, Cl80 1.771, H81 1.083
78 Cl -5.0011 -7.0671 4.1012  C77 1.763
79 Cl -2.8767 -5.3930 5.1344  C77 1.768
80 Cl -4.3446 -4.5824 2.7404  C77 1.771
81 H -5.1554 -4.8771 4.9170  C77 1.083
82 C -4.0658 8.2907 -3.5060  Cl83 1.767, Cl84 1.762, Cl85 1.767, H86 1.083
83 Cl -4.3992 6.5728 -3.2618  C82 1.767
84 Cl -4.3862 8.7601 -5.1742  C82 1.762
85 Cl -5.0213 9.2705 -2.3890  C82 1.767
86 H -3.0172 8.4660 -3.2983  C82 1.083
87 C -5.5003 7.1426 0.8653  Cl88 1.765, Cl89 1.765, Cl90 1.763, H91 1.084
88 Cl -6.9238 6.2798 1.4506  C87 1.765
89 Cl -4.7659 8.0892 2.1611  C87 1.765
90 Cl -4.3334 6.0057 0.1919  C87 1.763
91 H -5.8113 7.8236 0.0819  C87 1.084
92 C -3.3969 13.0181 -1.9597  Cl93 1.764, Cl94 1.765, Cl95 1.767, H96 1.083
93 Cl -5.0026 13.1631 -2.6752  C92 1.764
94 Cl -3.5112 12.5612 -0.2583  C92 1.765
95 Cl -2.4200 11.8482 -2.8531  C92 1.767
96 H -2.9091 13.9827 -2.0209  C92 1.083
97 C -8.2611 -1.4760 2.1524  Cl98 1.764, Cl99 1.767, Cl100 1.766, H101 1.084
98 Cl -9.1637 -1.6199 0.6439  C97 1.764
99 Cl -9.3560 -1.4962 3.5390  C97 1.767
100 Cl -7.0598 -2.7640 2.2863  C97 1.766
101 H -7.7392 -0.5263 2.1453  C97 1.084
102 C 13.5708 -1.6786 -3.8163  Cl103 1.764, Cl104 1.766, Cl105 1.768, H106 1.083
103 Cl 12.8578 -3.2825 -3.6408  C102 1.764
104 Cl 13.5265 -1.1563 -5.5024  C102 1.766
105 Cl 12.7511 -0.5036 -2.7797  C102 1.768
106 H 14.6066 -1.7323 -3.5055  C102 1.083
107 C 5.9060 -8.1450 -1.3861  Cl108 1.762, Cl109 1.764, Cl110 1.770, H111 1.083
108 Cl 6.3275 -9.8474 -1.2194  C107 1.762
109 Cl 4.5022 -7.9487 -2.4367  C107 1.764
110 Cl 5.6031 -7.4199 0.2002  C107 1.770
111 H 6.7444 -7.6295 -1.8383  C107 1.083
112 C -12.4737 5.7097 2.0609  Cl113 1.766, Cl114 1.766, Cl115 1.764, H116 1.084
113 Cl -13.2091 4.7172 0.7983  C112 1.766
114 Cl -11.8393 7.2115 1.3817  C112 1.766
115 Cl -13.6375 6.0481 3.3427  C112 1.764
116 H -11.6464 5.1573 2.4915  C112 1.084

Its charge is +1. The total energy is -21202.65585 hartree.

---

No. 3
Here is an isolated ion of composition C4H11N5O and charge +2 at a distorted geometry from the OMol25 dataset. Energies are from ωB97M-V/def2-TZVPD.

Bonds (Å) are listed after each position.
Element x y z (Å)
1 C -4.1199 0.8484 -0.5118  C2 1.447, H11 1.062, H12 1.093, H13 1.052
2 C -3.1199 -0.0534 0.0171  C1 1.447, O3 1.275, N4 1.350
3 O -3.4289 -1.2001 0.4807  C2 1.275, H14 1.009
4 N -1.8428 0.3731 0.1136  C2 1.350, N5 1.469, H15 0.986
5 N -0.7851 -0.4797 0.6725  N4 1.469, N6 1.246
6 N 0.3267 0.0124 0.3982  N5 1.246, C7 1.343
7 C 1.5100 -0.6230 0.4069  N6 1.343, N8 1.294, H16 1.169
8 N 2.6229 -0.0393 0.1003  C7 1.294, C9 1.420, N10 1.394
9 C 3.6543 -0.9292 -0.3016  N8 1.420, H17 1.104, H18 1.182, H19 1.134
10 N 2.8912 1.3256 0.1848  N8 1.394, H20 1.065, H21 0.966
11 H -3.8421 1.7116 -1.0649  C1 1.062
12 H -4.8188 0.1785 -1.0190  C1 1.093
13 H -4.7563 0.9627 0.3180  C1 1.052
14 H -2.6246 -1.7518 0.7395  O3 1.009
15 H -1.4285 1.1806 -0.2725  N4 0.986
16 H 1.6078 -1.7836 0.3130  C7 1.169
17 H 3.7461 -0.8682 -1.4004  C9 1.104
18 H 4.6365 -0.4830 0.1819  C9 1.182
19 H 3.4792 -2.0209 -0.0500  C9 1.134
20 H 3.8190 1.7340 -0.1408  N10 1.065
21 H 2.4733 1.9054 0.8348  N10 0.966

Its charge is +2. The SMILES is C/C(O)=[NH+]/N=N/C=[N+](/C)N. The total energy is -507.25526 hartree. As for the energy relative to the best compared isomer or geometry (same formula, charge and spin): 471.3 kJ/mol.